Record 1
Formula: C18H19N3O5S
Source: OMol25
Level of theory: ωB97M-V/def2-TZVPD

Element x y z (Å)
1 O -4.68571 -0.01817 -0.18361
2 C -4.63856 0.46613 0.93516
3 N -3.43590 0.67526 1.53611
4 N -2.28101 0.41710 0.80618
5 C -1.11144 0.97637 1.19537
6 O -1.03976 1.63285 2.22071
7 C 0.05184 0.70258 0.30791
8 C 1.10828 1.61056 0.34461
9 C 2.22414 1.41324 -0.44903
10 C 2.27811 0.30049 -1.26565
11 S 3.71844 -0.00791 -2.28412
12 O 4.62927 1.09489 -2.16209
13 O 3.29457 -0.40627 -3.59225
14 N 4.32056 -1.38236 -1.51486
15 C 4.96582 -1.07888 -0.25380
16 C 5.30590 -2.40001 0.44164
17 O 6.11499 -3.21505 -0.36985
18 C 5.48865 -3.49263 -1.60137
19 C 5.17350 -2.20206 -2.35745
20 C 1.24662 -0.61863 -1.30368
21 C 0.12651 -0.41958 -0.51648
22 C -5.82831 0.83462 1.73656
23 C -7.01715 1.07083 1.04987
24 C -8.16410 1.41867 1.73749
25 C -8.13665 1.52253 3.11861
26 C -6.96179 1.27058 3.80923
27 C -5.80882 0.92897 3.12622
28 H -3.26405 1.25640 2.34754
29 H -2.49388 0.04043 -0.11174
30 H 1.03378 2.46238 1.00342
31 H 3.05300 2.10353 -0.45283
32 H 4.27210 -0.49466 0.35307
33 H 5.88001 -0.49181 -0.41880
34 H 5.87314 -2.21872 1.35570
35 H 4.36984 -2.92540 0.68549
36 H 6.18745 -4.11047 -2.16663
37 H 4.55600 -4.04984 -1.42893
38 H 4.63025 -2.39999 -3.28072
39 H 6.10945 -1.67530 -2.59211
40 H 1.33700 -1.47195 -1.95606
41 H -0.66977 -1.14801 -0.52843
42 H -7.01758 0.97648 -0.02548
43 H -9.08026 1.60586 1.19797
44 H -9.03164 1.79241 3.65904
45 H -6.94491 1.33831 4.88683
46 H -4.90846 0.71090 3.68099

Summary:
energy above the lowest of the compared OMol25 structures with the same formula, charge and spin	245.9	kJ/mol
Kohn-Sham gap	9.01	eV
HOMO energy	-9.2	eV
SMILES string	O=C(NNC(=O)c1ccc(S(=O)(=O)N2CCOCC2)cc1)c1ccccc1
2S+1	1
E	-1635.96422	Eh
E_LUMO	-0.23	eV

***

Record 2
Formula: C3H6N2O2
Source: OMol25
Level of theory: ωB97M-V/def2-TZVPD

Element x y z (Å)
1 N 2.50419 -1.02152 -1.04935
2 C 1.36438 -0.78688 -0.95829
3 C -0.05764 -0.95899 -0.56750
4 C -0.34985 0.21970 0.35608
5 N -1.67326 0.64224 0.38573
6 O 0.15309 0.11140 1.62549
7 O 0.54128 1.31087 -0.41952
8 H -0.21162 -1.91025 -0.04878
9 H -0.67840 -0.89454 -1.46649
10 H -1.72783 1.50172 0.92560
11 H -2.01207 0.84031 -0.54967
12 H 0.84341 -0.57508 1.62351
13 H 1.30431 1.52100 0.14319

Summary:
energy above the lowest of the compared OMol25 structures with the same formula, charge and spin	215.5	kJ/mol
Kohn-Sham gap	10.83	eV
HOMO energy	-10.3	eV
SMILES string	N#CCC(N)(O)O
2S+1	1
E	-377.87726	Eh
E_LUMO	0.52	eV

***

Record 3
Formula: C2H5N3O
Source: OMol25
Level of theory: ωB97M-V/def2-TZVPD

Element x y z (Å)
1 H 2.28418 0.90338 0.77609
2 N 2.22717 0.70565 -0.14702
3 C 1.38145 -0.16921 -0.43081
4 N 0.44072 -0.57344 0.68128
5 N -0.63711 -0.88606 -0.19852
6 C -1.50392 0.29142 -0.22406
7 O -1.12018 1.37538 0.10792
8 H 0.82395 -0.37586 -1.52225
9 H -0.00111 0.27130 1.28258
10 H -1.33436 -1.68473 0.35096
11 H -2.56078 0.14216 -0.67617

Summary:
energy above the lowest of the compared OMol25 structures with the same formula, charge and spin	432.6	kJ/mol
Kohn-Sham gap	10.41	eV
HOMO energy	-9.7	eV
SMILES string	[H]/N=C\NNC=O
2S+1	1
E	-318.58572	Eh
E_LUMO	0.72	eV

***

- E_LUMO of number 3 (C2H5N3O)?
  0.72 eV

***

- Look up the HOMO energy of the second one.
  -10.3 eV

***

Please write out number 3 again, unchanged.
Formula: C2H5N3O
Source: OMol25
Level of theory: ωB97M-V/def2-TZVPD

Element x y z (Å)
1 H 2.28418 0.90338 0.77609
2 N 2.22717 0.70565 -0.14702
3 C 1.38145 -0.16921 -0.43081
4 N 0.44072 -0.57344 0.68128
5 N -0.63711 -0.88606 -0.19852
6 C -1.50392 0.29142 -0.22406
7 O -1.12018 1.37538 0.10792
8 H 0.82395 -0.37586 -1.52225
9 H -0.00111 0.27130 1.28258
10 H -1.33436 -1.68473 0.35096
11 H -2.56078 0.14216 -0.67617

Summary:
energy above the lowest of the compared OMol25 structures with the same formula, charge and spin	432.6	kJ/mol
Kohn-Sham gap	10.41	eV
HOMO energy	-9.7	eV
SMILES string	[H]/N=C\NNC=O
2S+1	1
E	-318.58572	Eh
E_LUMO	0.72	eV